Entry 1:
Entry from the Open Molecules 2025 dataset: C3H6O2 in the gas phase at a distorted geometry (the ωB97M-V functional and the def2-TZVPD basis).

Structure (XYZ):
```
11
C3H6O2 the ωB97M-V functional and the def2-TZVPD basis
O -1.660 -0.501 -0.294
C -0.676 0.362 0.422
C 0.399 1.180 -0.551
C 0.621 0.184 0.497
O 1.180 -1.066 -0.021
H -1.221 -1.366 -0.034
H -1.137 0.796 1.424
H 0.586 2.205 -0.057
H 0.576 0.974 -1.591
H 1.095 0.575 1.354
H 1.877 -1.005 -0.786
```

- molar mass (g mol⁻¹) = 74.08
- 2S+1 = 1
- charge = 0
- HOMO-LUMO gap (Ha) = 0.3679
- SMILES string = O[C@@H]1C[C@@H]1O
- HOMO (eV) = -9.33
- largest force on an atom (Eh/bohr) = 0.197
- calculated total energy (eV) = -7299.572

Charge distribution, Löwdin scheme, values in e: O -0.0442; C -0.2468; C 0.0191; C -0.4613; O -0.0619; H 0.1063; H 0.1843; H 0.1186; H 0.0997; H 0.1360; H 0.1502



Entry 2:
Entry from the Open Molecules 2025 dataset: C3H6O2 in the gas phase at a distorted geometry (the ωB97M-V functional and the def2-TZVPD basis).

Structure (XYZ):
```
11
C3H6O2 the ωB97M-V functional and the def2-TZVPD basis
O 0.206 -1.262 2.099
C -0.309 -1.280 1.023
C 0.212 -0.521 -0.222
C -0.042 0.952 -0.049
O 0.047 1.910 -1.258
H -0.992 -2.076 0.807
H -0.445 -0.892 -1.043
H 1.400 -0.553 -0.460
H 0.670 1.373 0.649
H -0.973 1.065 0.509
H 0.226 1.283 -2.054
```

- molar mass (g mol⁻¹) = 74.08
- 2S+1 = 1
- charge = 0
- HOMO-LUMO gap (Ha) = 0.3947
- SMILES string = O=CCCO
- HOMO (eV) = -10.26
- largest force on an atom (Eh/bohr) = 0.079
- calculated total energy (eV) = -7301.387

Charge distribution, Löwdin scheme, values in e: O 0.0761; C -0.2667; C -0.1622; C -0.2421; O -0.1259; H 0.1056; H 0.1133; H 0.1776; H 0.1086; H 0.1088; H 0.1069



Entry 3:
Entry from the Open Molecules 2025 dataset: C3H6O2 in the gas phase at a distorted geometry (the ωB97M-V functional and the def2-TZVPD basis).

Structure (XYZ):
```
11
C3H6O2 the ωB97M-V functional and the def2-TZVPD basis
O 1.177 1.231 0.373
C 0.949 0.343 -0.692
C -0.354 -0.342 -0.492
C -0.876 -0.688 0.876
O -1.386 0.392 0.093
H 0.322 1.667 0.528
H 0.919 0.861 -1.663
H 1.776 -0.374 -0.720
H -0.682 -1.240 -1.061
H -0.250 -0.405 1.715
H -1.613 -1.476 1.074
```

- molar mass (g mol⁻¹) = 74.08
- 2S+1 = 1
- charge = 0
- HOMO-LUMO gap (Ha) = 0.4198
- SMILES string = OC[C@H]1CO1
- HOMO (eV) = -10.37
- largest force on an atom (Eh/bohr) = 0.073
- calculated total energy (eV) = -7301.314

Charge distribution, Löwdin scheme, values in e: O -0.0547; C -0.2222; C -0.3007; C -0.0960; O -0.0484; H 0.0927; H 0.1239; H 0.1306; H 0.1513; H 0.1081; H 0.1155



Entry 4:
Entry from the Open Molecules 2025 dataset: C3H6O2 in the gas phase at a distorted geometry (the ωB97M-V functional and the def2-TZVPD basis).

Structure (XYZ):
```
11
C3H6O2 the ωB97M-V functional and the def2-TZVPD basis
O 1.503 -1.128 0.097
C 0.860 -0.009 -0.475
C 0.201 0.907 0.488
C -0.616 0.083 -0.430
O -1.314 -1.114 0.044
H 0.781 -1.754 0.478
H 1.309 0.385 -1.385
H 0.063 2.013 0.239
H 0.385 0.726 1.558
H -1.225 0.575 -1.244
H -1.948 -0.684 0.631
```

- molar mass (g mol⁻¹) = 74.08
- 2S+1 = 1
- charge = 0
- HOMO-LUMO gap (Ha) = 0.3881
- SMILES string = O[C@@H]1C[C@@H]1O
- HOMO (eV) = -9.73
- largest force on an atom (Eh/bohr) = 0.060
- calculated total energy (eV) = -7301.336

Charge distribution, Löwdin scheme, values in e: O -0.0349; C -0.3327; C -0.0719; C -0.3019; O -0.0448; H 0.1388; H 0.1449; H 0.1282; H 0.1243; H 0.1604; H 0.0895